1.
Below is C21H32IrNO2S2 as an isolated structure, with properties calculated with ωB97M-V/def2-TZVPD.

Cartesian coordinates (Å):
Ir (0.14, -0.27, 0.41)
S (-1.08, -1.69, 1.84)
S (-0.38, 2.96, -0.09)
O (0.50, 1.91, 0.60)
O (-2.01, 0.61, 0.19)
N (-2.96, 0.04, 0.86)
C (2.61, 0.29, -0.66)
C (0.51, -3.48, -0.83)
C (-2.58, -0.82, 1.99)
C (1.87, -0.04, -1.81)
C (-3.45, -0.88, 3.03)
C (3.24, -0.09, 1.76)
C (1.19, -1.27, -1.87)
C (-4.67, -0.17, 3.05)
C (0.12, 5.36, -1.28)
C (-5.01, 0.66, 1.94)
C (1.79, 0.91, -2.97)
C (-4.19, 0.76, 0.88)
C (0.71, 4.37, -0.28)
C (0.48, -1.69, -3.13)
C (-0.84, 3.71, 2.56)
C (2.12, -2.81, 1.52)
C (3.47, 1.52, -0.60)
C (1.93, -1.80, 0.42)
C (-1.49, 3.57, 1.20)
C (2.55, -0.53, 0.50)
C (1.21, -2.15, -0.76)
H (-0.39, -3.42, -1.44)
H (0.20, -3.83, 0.16)
H (4.44, 1.27, -0.17)
H (1.16, -4.24, -1.27)
H (-0.04, 4.90, -2.25)
H (2.56, 0.72, -3.71)
H (-4.36, 1.33, -0.02)
H (1.90, 1.94, -2.64)
H (1.65, 3.95, -0.64)
H (-0.12, 4.52, 2.61)
H (-0.83, 5.76, -0.93)
H (3.02, 2.27, 0.05)
H (3.65, 1.95, -1.58)
H (-1.88, 4.51, 0.81)
H (0.80, 6.20, -1.40)
H (-0.34, 2.78, 2.85)
H (2.81, -0.57, 2.63)
H (0.90, 4.82, 0.69)
H (-3.18, -1.52, 3.86)
H (-1.61, 3.92, 3.30)
H (-5.33, -0.25, 3.89)
H (0.91, -1.21, -4.00)
H (4.31, -0.32, 1.73)
H (0.83, 0.84, -3.46)
H (3.05, -2.62, 2.06)
H (-2.30, 2.85, 1.21)
H (0.56, -2.77, -3.28)
H (-0.58, -1.45, -3.10)
H (1.31, -2.81, 2.25)
H (2.20, -3.82, 1.11)
H (3.14, 0.99, 1.89)
H (-5.94, 1.21, 1.94)

Results
2S+1   6
Strongest force on any atom   0.5 eV/A
Net charge   +1
<S²>   8.795



2.
Below is one molecule with the formula C21H32N2O4S at a distorted geometry, with properties calculated with ωB97M-V/def2-TZVPD.

Cartesian coordinates (Å):
S (0.22, -1.99, 2.10)
O (-3.00, -2.12, -1.60)
O (1.15, -3.06, 2.04)
O (0.29, -1.01, 1.05)
O (1.91, 0.93, -3.41)
N (-1.32, -2.65, 2.25)
N (1.85, -0.07, -1.40)
C (-0.15, 3.50, -0.10)
C (-2.67, -1.25, 0.69)
C (1.27, 3.36, -0.66)
C (1.33, 0.22, -2.61)
C (3.13, 0.49, -0.99)
C (-1.63, -3.46, -0.05)
C (-1.62, -0.83, -4.67)
C (0.00, -0.39, -2.95)
C (-0.83, -0.99, -2.01)
C (3.18, 0.72, 0.51)
C (0.03, 3.91, 1.38)
C (-2.44, -1.43, -3.74)
C (-2.78, -2.47, -0.24)
C (-2.06, -1.51, -2.40)
C (0.41, -1.13, 3.68)
C (1.54, 4.06, 1.58)
C (2.08, 1.65, 1.06)
C (2.16, 3.09, 0.56)
C (-0.40, -0.31, -4.28)
C (-2.41, -1.71, 2.13)
C (-1.50, -3.83, 1.42)
H (-3.59, -0.68, 0.65)
H (-0.50, 4.83, 1.62)
H (-2.40, -4.35, 1.78)
H (0.26, 0.17, -4.99)
H (3.20, 3.35, 0.36)
H (-0.69, 2.56, -0.17)
H (1.33, 2.58, -1.42)
H (1.47, -1.04, 3.86)
H (-0.52, -1.02, -0.98)
H (1.11, 1.22, 0.82)
H (-3.30, -2.21, 2.53)
H (4.16, 1.13, 0.76)
H (3.93, -0.21, -1.27)
H (-0.05, -1.74, 4.44)
H (-0.05, -0.15, 3.62)
H (-3.40, -1.84, -4.02)
H (1.37, -0.62, -0.72)
H (1.85, 3.86, 2.60)
H (-2.18, -0.85, 2.76)
H (-1.82, -4.35, -0.65)
H (3.28, 1.41, -1.55)
H (-3.72, -2.99, 0.01)
H (2.18, 1.64, 2.15)
H (-0.68, -3.03, -0.38)
H (1.84, 5.08, 1.33)
H (-1.85, -0.60, 0.38)
H (-0.64, -4.47, 1.59)
H (3.08, -0.25, 1.01)
H (1.58, 4.29, -1.13)
H (-0.71, 4.25, -0.65)
H (-0.35, 3.13, 2.04)
H (-1.93, -0.78, -5.70)

Results
Structure (SMILES)   CS(=O)(=O)N1CCC(Oc2cccc(C(=O)NCCCC3CCCC3)c2)CC1
Strongest force on any atom   1.1 eV/A



Looking at energy for the records above, in order, we have -1924.92368, -1628.08367 Ha.